Entry 1:
{
  "formula": "C17H33F3NO8PS4",
  "method": "ωB97M-V/def2-TZVPD",
  "smiles": "CCCCP(CCCSC(=S)N(CC)CC)C(F)(F)F.O=S1(=O)OCCO1.O=S1(=O)OCCO1",
  "lumo_energy_ev": 0.074,
  "spin_multiplicity": 1,
  "orbital_gap_ev": 8.5,
  "total_energy_ev": -96814.3216,
  "fmax_ev_per_a": 0.7,
  "symbols": ["C", "C", "C", "C", "P", "C", "C", "C", "S", "C", "S", "N", "C", "C", "C", "C", "C", "F", "F", "F", "H", "H", "H", "H", "H", "H", "H", "H", "H", "H", "H", "H", "H", "H", "H", "H", "H", "H", "H", "H", "H", "H", "H", "H", "H", "C", "C", "O", "S", "O", "O", "O", "H", "H", "H", "H", "C", "C", "O", "S", "O", "O", "O", "H", "H", "H", "H"],
  "coordinates": [[-3.01, -5.52, 6.34], [-2.75, -4.23, 7.13], [-3.74, -3.11, 6.78], [-3.33, -2.35, 5.50], [-4.78, -2.02, 4.42], [-4.14, -0.91, 3.07], [-2.73, -1.25, 2.53], [-2.73, -1.91, 1.14], [-1.90, -0.96, -0.14], [-0.20, -1.11, 0.27], [0.39, -2.09, 1.43], [0.63, -0.31, -0.54], [0.26, 1.11, -0.64], [1.39, 2.05, -0.20], [1.10, -0.91, -1.82], [0.91, -2.41, -1.95], [-5.53, -0.65, 5.45], [-6.09, -1.12, 6.58], [-4.66, 0.31, 5.84], [-6.51, -0.02, 4.75], [-2.54, -6.38, 6.82], [-4.08, -5.71, 6.26], [-2.62, -5.45, 5.32], [-1.74, -3.88, 6.90], [-2.79, -4.44, 8.20], [-3.81, -2.40, 7.61], [-4.74, -3.53, 6.66], [-2.64, -2.96, 4.92], [-2.81, -1.42, 5.76], [-4.17, 0.12, 3.41], [-4.87, -1.00, 2.26], [-2.18, -1.89, 3.21], [-2.16, -0.32, 2.48], [-2.26, -2.90, 1.17], [-3.75, -2.05, 0.76], [-0.62, 1.28, -0.02], [-0.04, 1.34, -1.67], [1.07, 2.70, 0.61], [2.23, 1.45, 0.15], [1.73, 2.68, -1.03], [0.59, -0.40, -2.64], [2.16, -0.68, -1.92], [1.46, -2.75, -2.83], [1.31, -2.95, -1.09], [-0.13, -2.69, -2.09], [6.09, 3.37, -2.03], [6.16, 3.38, -3.55], [5.26, 2.33, -3.93], [4.04, 2.27, -2.91], [2.93, 2.99, -3.44], [3.88, 0.92, -2.49], [4.70, 3.14, -1.76], [6.68, 2.56, -1.60], [6.37, 4.32, -1.58], [7.15, 3.14, -3.94], [5.81, 4.33, -3.97], [1.52, 4.32, -7.45], [1.89, 3.05, -6.71], [2.61, 2.29, -7.69], [3.47, 3.27, -8.61], [4.80, 3.37, -8.13], [3.21, 2.93, -9.97], [2.70, 4.61, -8.22], [0.68, 4.18, -8.13], [1.33, 5.16, -6.79], [1.02, 2.47, -6.40], [2.54, 3.24, -5.86]]
}

Entry 2:
{
  "formula": "C17H34Br2O8",
  "method": "ωB97M-V/def2-TZVPD",
  "smiles": "COC(=O)/C(Br)=C(/C)Br.COCCOCCOC.COCCOCCOC",
  "lumo_energy_ev": 0.460,
  "spin_multiplicity": 1,
  "orbital_gap_ev": 9.8,
  "total_energy_ev": -174641.2314,
  "fmax_ev_per_a": 0.8,
  "symbols": ["C", "O", "C", "O", "C", "Br", "C", "C", "Br", "H", "H", "H", "H", "H", "H", "C", "O", "C", "C", "O", "C", "C", "O", "C", "H", "H", "H", "H", "H", "H", "H", "H", "H", "H", "H", "H", "H", "H", "C", "O", "C", "C", "O", "C", "C", "O", "C", "H", "H", "H", "H", "H", "H", "H", "H", "H", "H", "H", "H", "H", "H"],
  "coordinates": [[-2.41, -2.12, 5.06], [-3.24, -2.42, 6.19], [-3.06, -3.54, 6.87], [-3.70, -3.79, 7.85], [-2.04, -4.52, 6.36], [-2.70, -5.81, 5.17], [-0.77, -4.57, 6.77], [0.26, -5.59, 6.39], [-0.19, -3.21, 7.95], [-2.80, -2.61, 4.17], [-2.48, -1.04, 4.90], [-1.37, -2.37, 5.23], [0.22, -5.76, 5.31], [1.25, -5.24, 6.65], [0.05, -6.52, 6.91], [-0.76, 0.75, -0.93], [-0.37, 1.32, 0.29], [-1.47, 1.51, 1.17], [-0.99, 1.72, 2.59], [-0.61, 0.53, 3.26], [0.66, -0.02, 2.92], [1.83, 0.72, 3.52], [2.12, 1.89, 2.79], [2.94, 2.78, 3.52], [-1.48, 1.38, -1.46], [0.13, 0.64, -1.55], [-1.21, -0.24, -0.78], [-2.13, 0.63, 1.14], [-2.05, 2.38, 0.85], [-1.84, 2.10, 3.16], [-0.20, 2.47, 2.62], [0.78, -0.11, 1.84], [0.65, -1.02, 3.35], [2.71, 0.06, 3.51], [1.60, 0.97, 4.57], [2.45, 3.11, 4.44], [3.11, 3.66, 2.89], [3.91, 2.33, 3.76], [-0.84, 3.87, -7.46], [0.02, 3.02, -6.76], [-0.12, 3.15, -5.35], [0.49, 1.97, -4.63], [-0.33, 0.80, -4.64], [-0.38, 0.05, -5.84], [0.84, -0.80, -6.09], [1.91, -0.02, -6.59], [3.15, -0.68, -6.48], [-0.65, 4.92, -7.23], [-0.67, 3.70, -8.53], [-1.89, 3.65, -7.24], [-1.18, 3.22, -5.09], [0.39, 4.06, -5.02], [0.58, 2.24, -3.58], [1.49, 1.75, -5.01], [-0.58, 0.69, -6.70], [-1.23, -0.62, -5.71], [0.59, -1.59, -6.81], [1.14, -1.29, -5.15], [3.39, -0.90, -5.43], [3.91, -0.02, -6.88], [3.16, -1.62, -7.05]]
}

Entry 3:
{
  "formula": "C17H34CuN7O7P2S",
  "method": "ωB97M-V/def2-TZVPD",
  "lumo_energy_ev": 0.096,
  "spin_multiplicity": 1,
  "orbital_gap_ev": 5.3,
  "total_energy_ev": -116996.6646,
  "fmax_ev_per_a": 3.8,
  "symbols": ["Cu", "C", "N", "C", "P", "O", "O", "P", "O", "N", "C", "C", "N", "C", "C", "N", "C", "C", "H", "H", "H", "H", "H", "H", "H", "H", "H", "H", "H", "H", "H", "H", "H", "H", "H", "H", "H", "H", "H", "H", "H", "H", "N", "N", "C", "N", "S", "H", "H", "H", "H", "H", "O", "C", "O", "C", "C", "C", "C", "O", "C", "O", "C", "C", "H", "H", "H", "H", "H"],
  "coordinates": [[-15.32, -11.91, 0.40], [-18.43, -7.69, 3.21], [-17.36, -8.51, 2.60], [-15.99, -8.15, 3.03], [-17.44, -9.53, 1.25], [-16.17, -9.78, 0.57], [-18.01, -10.99, 1.92], [-17.47, -12.47, 2.48], [-16.21, -12.88, 1.80], [-18.86, -13.33, 2.20], [-19.11, -14.57, 3.02], [-19.38, -13.44, 0.82], [-17.17, -12.24, 4.08], [-15.86, -12.35, 4.66], [-18.22, -11.67, 4.96], [-18.74, -9.39, 0.28], [-20.20, -9.57, 0.62], [-18.51, -8.82, -1.08], [-19.18, -7.36, 2.43], [-17.93, -6.86, 3.67], [-18.94, -8.32, 3.95], [-15.26, -8.55, 2.32], [-15.75, -8.67, 3.96], [-15.90, -7.04, 3.17], [-18.77, -14.50, 4.10], [-18.42, -15.38, 2.62], [-20.15, -14.89, 2.94], [-18.71, -14.22, 0.25], [-19.37, -12.45, 0.36], [-20.40, -13.77, 0.84], [-15.85, -11.67, 5.51], [-15.05, -12.10, 3.99], [-15.78, -13.39, 5.02], [-17.78, -11.21, 5.87], [-19.00, -12.41, 5.32], [-18.70, -10.87, 4.42], [-20.40, -9.70, 1.70], [-20.53, -10.57, 0.17], [-20.82, -8.77, 0.19], [-17.44, -8.66, -1.27], [-19.10, -7.90, -1.13], [-19.01, -9.40, -1.85], [-14.21, -11.30, -1.04], [-12.78, -11.61, -0.70], [-12.45, -10.37, 1.35], [-11.57, -9.77, 2.13], [-10.33, -8.82, 1.59], [-14.33, -11.61, -1.98], [-14.29, -10.30, -0.85], [-12.33, -12.31, -1.31], [-9.99, -10.43, -0.03], [-11.62, -9.79, 3.16], [-10.61, -11.11, -0.29], [-11.91, -10.60, -0.21], [-13.53, -10.74, 1.81], [-12.11, -9.28, -1.07], [-11.54, -9.26, -2.31], [-11.79, -8.26, -3.22], [-12.46, -7.14, -2.79], [-12.92, -6.01, -3.47], [-13.61, -5.25, -2.45], [-13.73, -6.06, -1.26], [-13.02, -7.18, -1.50], [-12.85, -8.20, -0.58], [-10.87, -10.04, -2.60], [-11.26, -8.31, -4.15], [-14.62, -4.99, -2.84], [-12.92, -4.44, -2.24], [-13.17, -7.96, 0.46]]
}

Entry 4:
{
  "formula": "C17H34FeN2OS5",
  "method": "ωB97M-V/def2-TZVPD",
  "charge": 2,
  "lumo_energy_ev": -4.714,
  "spin_multiplicity": 1,
  "orbital_gap_ev": 10.1,
  "total_energy_ev": -111760.1576,
  "fmax_ev_per_a": 0.4,
  "symbols": ["Fe", "C", "C", "S", "C", "C", "S", "C", "C", "S", "C", "C", "S", "H", "H", "H", "H", "H", "H", "H", "H", "H", "H", "H", "H", "H", "H", "H", "H", "C", "C", "C", "S", "O", "C", "C", "C", "H", "H", "H", "H", "H", "H", "H", "H", "H", "H", "H", "H", "H", "H", "N", "C", "C", "N", "C", "H", "H", "H", "H"],
  "coordinates": [[0.31, -0.10, -0.04], [0.03, 2.05, 2.46], [0.48, 2.94, 1.31], [-0.10, 2.14, -0.20], [0.94, 2.75, -1.54], [0.64, 1.85, -2.74], [0.67, 0.06, -2.40], [2.44, -0.31, -2.58], [3.31, 0.24, -1.47], [2.59, -0.37, 0.07], [3.14, 0.71, 1.41], [2.27, 0.32, 2.60], [0.47, 0.29, 2.30], [-1.06, 2.06, 2.54], [0.42, 2.41, 3.41], [1.55, 3.08, 1.28], [0.01, 3.92, 1.40], [1.98, 2.73, -1.24], [0.66, 3.78, -1.78], [1.32, 2.05, -3.56], [-0.37, 2.05, -3.10], [2.76, 0.05, -3.55], [2.49, -1.40, -2.60], [3.36, 1.33, -1.47], [4.33, -0.15, -1.57], [3.03, 1.75, 1.12], [4.18, 0.52, 1.65], [2.45, 0.98, 3.45], [2.51, -0.69, 2.92], [-4.17, 3.36, -0.39], [-4.93, 2.04, -0.42], [-4.08, 0.85, -0.88], [-2.82, 0.49, 0.36], [-1.72, -0.33, -0.34], [-3.69, -0.67, 1.45], [-3.54, -2.13, 1.07], [-4.26, -2.53, -0.21], [-4.84, 4.18, -0.15], [-3.72, 3.57, -1.37], [-3.37, 3.36, 0.35], [-5.77, 2.11, -1.11], [-5.37, 1.83, 0.56], [-3.52, 1.09, -1.79], [-4.68, -0.04, -1.06], [-4.74, -0.34, 1.45], [-3.29, -0.48, 2.45], [-3.92, -2.71, 1.91], [-2.48, -2.36, 0.99], [-5.31, -2.23, -0.20], [-4.24, -3.62, -0.34], [-3.79, -2.09, -1.09], [-0.28, -4.16, -0.53], [0.04, -4.21, 0.80], [0.35, -2.93, 1.14], [0.23, -2.11, 0.04], [-0.15, -2.89, -0.96], [-0.55, -4.94, -1.11], [0.01, -5.12, 1.37], [0.64, -2.56, 2.11], [-0.37, -2.58, -1.96]]
}